ORCA calculation (the ωB97M-V functional and the def2-TZVPD basis) on C33H27Br2N4O3Ru as an isolated structure.

Element x y z (Å)
Ru: 0.361 0.067 -0.884
C: 2.851 -3.014 0.537
C: 2.916 -1.772 1.386
C: 3.203 -1.889 2.742
C: 3.322 -0.775 3.554
C: 3.182 0.487 3.006
C: 2.898 0.653 1.655
C: 2.917 2.048 1.078
C: 2.729 -0.486 0.852
N: 2.312 -0.329 -0.510
C: 3.107 -0.739 -1.557
O: 4.267 -1.072 -1.508
C: 2.337 -0.728 -2.851
C: 2.818 -1.149 -4.070
C: 1.955 -1.136 -5.160
C: 0.644 -0.696 -5.004
C: 0.239 -0.283 -3.757
N: 1.081 -0.305 -2.723
C: -1.130 0.225 -3.399
O: -1.990 0.413 -4.223
N: -1.220 0.470 -2.042
C: -2.381 1.129 -1.515
C: -2.523 2.506 -1.717
C: -1.534 3.273 -2.557
C: -3.617 3.152 -1.153
C: -4.547 2.448 -0.405
C: -4.410 1.079 -0.243
C: -3.340 0.395 -0.811
C: -3.287 -1.111 -0.752
H: 2.671 -3.893 1.157
H: 3.799 -3.155 0.016
H: 2.071 -2.958 -0.222
H: 3.349 -2.880 3.161
H: 3.552 -0.890 4.606
H: 3.321 1.367 3.627
H: 2.507 2.770 1.785
H: 2.385 2.127 0.138
H: 3.951 2.343 0.880
H: 3.845 -1.484 -4.137
H: 2.301 -1.473 -6.129
H: -0.066 -0.670 -5.821
H: -0.509 2.938 -2.396
H: -1.587 4.340 -2.343
H: -1.755 3.129 -3.618
H: -3.743 4.217 -1.312
H: -5.392 2.965 0.033
H: -5.162 0.521 0.306
H: -3.846 -1.492 0.104
H: -2.272 -1.493 -0.718
H: -3.744 -1.525 -1.655
C: -0.625 2.765 0.912
C: -0.797 1.475 1.646
C: -1.333 1.507 2.944
C: -1.527 0.354 3.640
C: -1.205 -0.878 3.042
C: -1.389 -2.152 3.683
Br: -2.091 -2.232 5.408
C: -1.072 -3.345 3.060
C: -0.579 -3.337 1.774
Br: -0.189 -4.935 0.912
C: -0.374 -2.106 1.046
O: 0.013 -2.106 -0.130
C: -0.684 -0.849 1.753
N: -0.468 0.311 1.078
H: 0.036 3.428 1.471
H: -1.594 3.257 0.815
H: -0.216 2.619 -0.079
H: -1.582 2.467 3.379
H: -1.938 0.376 4.640
H: -1.224 -4.285 3.572

HOMO (spin up / spin down) = -11.133 / -11.395 eV
E = -6961.24034 a.u.
Charge = +1
Energy above the lowest of the compared OMol25 structures with the same formula, charge and spin = 0.9 kcal/mol
Largest force on an atom = 0.5 eV Å⁻¹
Multiplicity = 5

Atom charges from the Löwdin analysis, given in e for atoms 1 to 2: number 1, Ru, carries 1.500; number 2, C, carries -0.046

***

ORCA calculation (the ωB97M-V functional and the def2-TZVPD basis) on C33H27BrClN6O2ReSe as an isolated structure.

Element x y z (Å)
Re: 0.319 -0.533 0.261
C: -1.387 -2.614 -1.633
O: -1.165 -2.014 -0.345
C: -1.943 -2.448 0.730
C: -2.710 -3.595 0.710
C: -3.397 -3.948 1.865
C: -3.331 -3.154 3.001
C: -2.584 -1.987 2.999
C: -1.871 -1.641 1.863
N: -1.066 -0.478 1.730
N: -1.422 0.528 2.456
C: -1.102 1.754 2.069
C: -0.926 2.051 0.674
O: -0.756 1.140 -0.222
C: -1.083 3.403 0.245
C: -1.233 4.399 1.146
C: -1.296 4.158 2.560
C: -1.411 5.217 3.471
C: -1.484 4.966 4.821
C: -1.442 3.647 5.285
C: -1.322 2.596 4.402
C: -1.255 2.837 3.027
H: -2.437 -2.516 -1.905
H: -0.760 -2.071 -2.332
H: -1.096 -3.664 -1.605
H: -2.772 -4.218 -0.170
H: -3.994 -4.850 1.870
H: -3.869 -3.443 3.893
H: -2.535 -1.346 3.868
H: -1.034 3.594 -0.817
H: -1.305 5.424 0.804
H: -1.439 6.233 3.098
H: -1.568 5.784 5.524
H: -1.494 3.450 6.347
H: -1.262 1.580 4.767
Cl: -0.148 -3.939 5.347
C: 0.468 -3.366 3.845
C: 1.216 -2.204 3.813
C: 1.703 -1.744 2.599
C: 1.401 -2.415 1.396
C: 1.913 -1.919 0.104
C: 0.645 -3.608 1.480
C: 0.201 -4.094 2.682
H: 1.436 -1.679 4.732
H: 2.348 -0.877 2.579
H: 1.860 -2.650 -0.700
H: 2.901 -1.470 0.168
H: 0.437 -4.160 0.569
H: -0.370 -5.011 2.739
N: 2.119 0.221 -3.571
C: 0.838 0.594 -3.883
C: 0.109 0.390 -2.758
N: 0.940 -0.096 -1.765
C: 2.147 -0.169 -2.292
H: 2.934 0.341 -4.149
H: 0.560 0.957 -4.856
H: -0.935 0.573 -2.578
H: 3.049 -0.452 -1.784
Se: 3.005 2.772 2.674
C: 2.181 1.598 1.664
N: 1.595 0.803 1.027
Br: 4.942 1.680 -1.197
C: 3.648 3.085 -1.223
C: 3.954 4.259 -0.555
C: 3.021 5.277 -0.618
C: 1.848 5.076 -1.328
C: 1.651 3.850 -1.940
N: 2.538 2.854 -1.890
H: 4.878 4.360 -0.007
H: 3.209 6.216 -0.114
H: 1.101 5.853 -1.409
H: 0.747 3.643 -2.503

HOMO (spin up / spin down) = -9.799 / -9.721 eV
E = -7266.46694 a.u.
Charge = +1
Energy above the lowest of the compared OMol25 structures with the same formula, charge and spin = 13.7 kcal/mol
Largest force on an atom = 0.5 eV Å⁻¹
Multiplicity = 2

Atom charges from the Löwdin analysis, given in e for atoms 1 to 2: number 1, Re, carries 1.536; number 2, C, carries -0.007

***

ORCA calculation (the ωB97M-V functional and the def2-TZVPD basis) on C33H27CrFNO2S3SeTe as an isolated structure.

Element x y z (Å)
Cr: -0.986 0.807 -0.570
Se: -1.267 2.852 -2.252
C: 0.195 3.963 -2.712
C: -0.038 5.130 -3.452
C: 1.020 5.932 -3.834
N: 2.301 5.680 -3.551
C: 2.519 4.566 -2.846
C: 1.532 3.696 -2.412
H: -1.051 5.402 -3.723
H: 0.829 6.838 -4.406
H: 3.557 4.345 -2.614
H: 1.800 2.819 -1.840
Te: 0.554 2.500 0.988
C: 1.199 1.439 2.710
C: 2.555 1.221 2.966
C: 2.976 0.547 4.108
C: 2.049 0.073 5.025
C: 0.695 0.279 4.784
C: 0.281 0.953 3.644
H: 3.287 1.586 2.254
H: 4.037 0.389 4.278
H: 2.374 -0.465 5.908
H: -0.045 -0.107 5.476
H: -0.775 1.092 3.458
C: -2.764 -0.338 -3.029
C: -2.311 0.214 -1.720
O: -3.073 0.694 -0.864
H: -3.849 -0.459 -3.058
H: -2.269 -1.290 -3.226
H: -2.448 0.378 -3.791
O: -1.120 -0.404 1.012
C: -1.552 -1.641 1.380
C: -1.814 -2.612 0.212
C: -0.933 -3.468 -0.381
C: -1.481 -4.164 -1.493
C: -2.785 -3.838 -1.714
S: -3.342 -2.689 -0.578
C: -2.830 -1.518 2.212
C: -3.735 -2.446 2.639
C: -4.759 -1.879 3.448
C: -4.602 -0.533 3.601
S: -3.228 0.051 2.764
C: -0.453 -2.285 2.242
C: 0.872 -1.994 2.159
C: 1.677 -2.806 3.006
C: 0.946 -3.704 3.719
S: -0.730 -3.552 3.377
H: 0.087 -3.578 -0.041
H: -0.927 -4.869 -2.098
H: -3.443 -4.207 -2.485
H: -3.675 -3.493 2.374
H: -5.578 -2.443 3.876
H: -5.245 0.145 4.140
H: 1.232 -1.187 1.536
H: 2.749 -2.696 3.100
H: 1.293 -4.409 4.458
F: 4.623 1.740 -4.317
C: 3.569 1.196 -3.636
C: 3.737 0.844 -2.314
C: 2.663 0.287 -1.632
C: 1.425 0.073 -2.248
C: 0.294 -0.558 -1.520
C: 1.304 0.475 -3.582
C: 2.365 1.030 -4.285
H: 4.690 1.015 -1.828
H: 2.777 0.026 -0.586
H: 0.664 -1.114 -0.659
H: -0.216 -1.262 -2.179
H: 0.342 0.371 -4.071
H: 2.256 1.359 -5.310

HOMO (spin up / spin down) = -1.403 / -1.176 eV
E = -6487.28808 a.u.
Charge = -2
Energy above the lowest of the compared OMol25 structures with the same formula, charge and spin = 1.7 kcal/mol
Largest force on an atom = 0.2 eV Å⁻¹
Multiplicity = 2

Atom charges from the Löwdin analysis, given in e for atoms 1 to 2: number 1, Cr, carries 0.167; number 2, Se, carries 0.701

***

ORCA calculation (the ωB97M-V functional and the def2-TZVPD basis) on C33H27F3N2O2P2PtS2 as an isolated structure.

Element x y z (Å)
Pt: -0.620 -2.041 0.177
C: 1.816 0.712 2.141
N: 1.157 0.378 0.845
P: 1.437 -1.231 0.140
C: 2.060 -0.899 -1.502
C: 1.777 -1.824 -2.503
C: 2.330 -1.658 -3.766
C: 3.149 -0.570 -4.029
C: 3.426 0.360 -3.031
C: 2.888 0.194 -1.767
C: 2.787 -1.867 1.122
C: 2.516 -2.377 2.397
C: 3.553 -2.812 3.200
C: 4.864 -2.737 2.738
C: 5.134 -2.231 1.476
C: 4.100 -1.793 0.662
P: -0.185 1.265 0.488
C: 0.220 2.995 0.552
C: -0.795 3.956 0.595
C: -0.467 5.299 0.528
C: 0.862 5.687 0.417
C: 1.871 4.734 0.362
C: 1.555 3.389 0.428
C: -0.697 0.806 -1.158
C: 0.005 1.406 -2.202
C: -0.194 0.953 -3.498
C: -1.061 -0.102 -3.759
C: -1.775 -0.690 -2.725
C: -1.605 -0.227 -1.424
H: 1.764 -0.129 2.827
H: 1.311 1.559 2.601
H: 2.859 0.976 1.972
H: 1.137 -2.675 -2.299
H: 2.123 -2.383 -4.541
H: 3.580 -0.447 -5.014
H: 4.070 1.205 -3.239
H: 3.112 0.910 -0.984
H: 1.501 -2.420 2.766
H: 3.342 -3.213 4.182
H: 5.675 -3.082 3.365
H: 6.153 -2.186 1.117
H: 4.324 -1.435 -0.334
H: -1.833 3.664 0.675
H: -1.250 6.044 0.565
H: 1.113 6.738 0.372
H: 2.905 5.039 0.273
H: 2.345 2.651 0.381
H: 0.702 2.212 -2.013
H: 0.340 1.429 -4.310
H: -1.194 -0.451 -4.774
H: -2.484 -1.485 -2.916
H: -2.301 -0.583 -0.678
O: -3.384 -2.651 -0.417
S: -3.828 -2.332 0.917
O: -4.175 -3.342 1.846
N: -2.502 -1.405 1.480
C: -2.845 -0.177 1.589
S: -1.687 1.153 1.980
C: -4.266 0.152 1.377
C: -4.933 1.356 1.527
C: -6.295 1.382 1.250
C: -6.966 0.239 0.829
C: -6.301 -0.977 0.675
C: -4.955 -0.984 0.953
H: -4.420 2.246 1.865
H: -6.845 2.305 1.369
H: -8.026 0.291 0.620
H: -6.824 -1.868 0.356
F: -1.347 -4.501 0.676
C: -0.289 -3.771 1.077
F: 0.816 -4.413 0.716
F: -0.331 -3.717 2.416

HOMO = -14.471 eV
E = -3431.20869 a.u.
Charge = +2
Energy above the lowest of the compared OMol25 structures with the same formula, charge and spin = 0.0 kcal/mol
Largest force on an atom = 0.3 eV Å⁻¹
Multiplicity = 1

Atom charges from the Löwdin analysis, given in e for atoms 1 to 2: number 1, Pt, carries 0.914; number 2, C, carries -0.097

***

ORCA calculation (the ωB97M-V functional and the def2-TZVPD basis) on a 3-piece molecular cluster, C33H27F3O5P overall.

Element x y z (Å)
C: 5.013 4.212 -3.270
C: 4.953 5.536 -4.032
C: 3.838 6.469 -3.532
P: 2.222 5.724 -3.789
C: 0.899 7.002 -3.679
O: -0.259 6.737 -4.423
C: -0.982 5.637 -4.061
F: -0.358 4.519 -4.515
F: -1.048 5.502 -2.727
F: -2.169 5.723 -4.575
H: 5.992 3.750 -3.381
H: 4.837 4.352 -2.200
H: 4.283 3.487 -3.641
H: 4.807 5.346 -5.099
H: 5.890 6.084 -3.937
H: 3.938 6.637 -2.455
H: 3.844 7.440 -4.032
H: 2.182 5.104 -5.037
H: 2.015 4.706 -2.858
H: 0.689 7.179 -2.621
H: 1.326 7.910 -4.107
C: -0.800 1.052 -1.934
C: -0.120 2.265 -1.990
C: 0.898 2.533 -1.097
C: 1.265 1.589 -0.150
C: 0.577 0.381 -0.079
C: -0.456 0.115 -0.974
C: 0.933 -0.639 0.955
O: 0.328 -1.684 1.025
C: 2.046 -0.312 1.889
C: 2.381 -1.236 2.871
C: 3.413 -0.960 3.754
C: 4.115 0.236 3.660
C: 3.786 1.161 2.682
C: 2.751 0.892 1.795
C: 2.413 1.897 0.756
O: 3.034 2.934 0.628
H: -1.592 0.838 -2.639
H: -0.393 2.999 -2.736
H: 1.440 3.471 -1.106
H: -0.967 -0.837 -0.911
H: 1.827 -2.163 2.929
H: 3.671 -1.679 4.520
H: 4.920 0.446 4.352
H: 4.321 2.096 2.595
C: -4.464 -2.263 0.821
C: -3.122 -2.136 1.163
C: -2.455 -3.184 1.773
C: -3.132 -4.365 2.053
C: -4.478 -4.494 1.710
C: -5.141 -3.440 1.091
C: -5.234 -5.748 1.998
O: -6.399 -5.863 1.684
C: -4.503 -6.848 2.691
C: -5.189 -8.017 2.999
C: -4.532 -9.054 3.640
C: -3.188 -8.930 3.973
C: -2.500 -7.768 3.667
C: -3.154 -6.722 3.027
C: -2.391 -5.479 2.715
O: -1.216 -5.373 2.995
H: -4.984 -1.441 0.346
H: -2.592 -1.214 0.960
H: -1.409 -3.100 2.034
H: -6.184 -3.562 0.834
H: -6.233 -8.094 2.730
H: -5.068 -9.963 3.881
H: -2.677 -9.743 4.472
H: -1.454 -7.652 3.917

HOMO = -10.792 eV
E = -2290.66635 a.u.
Charge = +1
Largest force on an atom = 0.6 eV Å⁻¹
Multiplicity = 1

Atom charges from the Löwdin analysis, given in e for atoms 1 to 2: number 1, C, carries -0.106; number 2, C, carries -0.295

***

ORCA calculation (the ωB97M-V functional and the def2-TZVPD basis) on C33H27N6O4Pb as an isolated structure.

Element x y z (Å)
Pb: -0.521 -2.210 -1.198
O: 7.188 -1.943 0.813
C: 6.217 -2.392 0.028
O: 6.406 -3.112 -0.907
C: 4.797 -1.951 0.273
C: 4.443 -0.602 0.436
C: 3.128 -0.226 0.492
C: 2.087 -1.204 0.385
C: 2.481 -2.575 0.235
C: 3.792 -2.935 0.165
N: 0.766 -0.942 0.392
C: 0.334 0.391 0.610
C: -2.162 -0.135 1.043
C: -3.331 0.230 1.719
C: -4.489 -0.480 1.488
C: -4.488 -1.554 0.600
C: -3.305 -1.855 -0.014
N: -2.154 -1.167 0.190
H: 6.864 -1.491 1.604
H: 5.222 0.148 0.483
H: 2.896 0.826 0.574
H: 1.710 -3.337 0.219
H: 4.091 -3.965 0.027
H: 1.042 0.950 1.221
H: -3.323 1.037 2.433
H: -5.394 -0.200 2.011
H: -5.374 -2.138 0.402
H: -3.250 -2.692 -0.703
O: -1.559 2.161 2.869
C: -1.021 1.895 1.838
N: -0.274 2.790 1.097
C: -0.198 2.741 -0.345
C: 0.205 1.216 -0.723
O: 0.282 0.746 -1.805
N: -0.965 0.583 1.254
C: -1.582 2.972 -0.958
C: -1.964 2.485 -2.220
C: -3.154 2.890 -2.783
C: -4.009 3.748 -2.086
C: -3.659 4.203 -0.813
C: -2.477 3.796 -0.237
C: 0.962 3.550 -0.875
C: 1.112 3.700 -2.264
C: 2.112 4.498 -2.772
C: 2.987 5.156 -1.904
C: 2.863 4.991 -0.527
C: 1.874 4.175 -0.012
H: -0.171 3.692 1.543
H: -1.331 1.815 -2.782
H: -3.429 2.535 -3.767
H: -4.950 4.049 -2.526
H: -4.309 4.885 -0.282
H: -2.225 4.177 0.741
H: 0.427 3.215 -2.944
H: 2.211 4.627 -3.841
H: 3.768 5.789 -2.302
H: 3.541 5.501 0.143
H: 1.829 4.047 1.061
N: -0.663 -3.273 2.294
C: -0.846 -4.320 1.466
C: -1.098 -5.605 1.990
C: -1.245 -6.665 1.139
C: -1.146 -6.471 -0.249
C: -0.914 -5.207 -0.696
N: -0.767 -4.126 0.132
H: -0.735 -3.401 3.288
H: -0.464 -2.353 1.947
H: -1.165 -5.736 3.061
H: -1.433 -7.653 1.537
H: -1.254 -7.288 -0.945
H: -0.838 -5.004 -1.759

HOMO (spin up / spin down) = -16.509 / -16.509 eV
E = -2095.12097 a.u.
Charge = +3
Energy above the lowest of the compared OMol25 structures with the same formula, charge and spin = 43.8 kcal/mol
Largest force on an atom = 0.4 eV Å⁻¹
Multiplicity = 1

Atom charges from the Löwdin analysis, given in e for atoms 1 to 2: number 1, Pb, carries 1.515; number 2, O, carries 0.186

***

Number 5 is which compound? C33H27F3O5P